No. 1
{"formula": "C3H3NS", "method": "wB97M-V/def2-TZVPD", "lumo_energy_ev": -0.972, "smiles": "S=CC1=NC1", "de_lowest_kcal_mol": 57.0, "gap_ev": 8.32, "multiplicity": 1, "total_energy_ha": -568.92675, "elements": ["S", "C", "C", "N", "C", "H", "H", "H"], "xyz": [[-0.590, 2.123, -1.128], [-1.102, 0.706, -0.496], [-0.143, -0.284, -0.302], [0.692, -1.172, -0.736], [0.987, -0.717, 0.612], [-2.223, 0.656, -0.107], [1.670, 0.111, 0.827], [0.708, -1.422, 1.330]], "forces_ev_per_a": [[-0.29, -0.45, 0.11], [-2.88, 1.92, 0.09], [3.12, -3.23, 0.29], [-1.65, 1.88, -0.87], [-1.30, 1.77, -0.34], [2.53, -0.44, -0.73], [0.39, -0.71, -0.13], [0.08, -0.72, 1.57]], "lowdin_charge": [0.695, -0.610, -0.394, 0.144, -0.109, 0.110, 0.100, 0.063]}

***

No. 2
{"formula": "C3H7NO", "method": "wB97M-V/def2-TZVPD", "lumo_energy_ev": 0.192, "smiles": "C=C=C.NO", "de_lowest_kcal_mol": 144.2, "gap_ev": 8.86, "multiplicity": 1, "total_energy_ha": -248.29668, "elements": ["C", "C", "C", "H", "H", "H", "H", "N", "O", "H", "H", "H"], "xyz": [[0.423, -1.273, 0.741], [1.084, -0.242, 0.202], [2.214, 0.314, -0.162], [-0.102, -1.152, 1.681], [0.182, -2.151, 0.153], [3.070, -0.284, -0.454], [2.324, 1.391, -0.208], [-1.564, 0.299, -0.414], [-2.607, 1.283, -0.357], [-1.482, 0.139, -1.422], [-0.456, 0.637, -0.214], [-3.087, 1.038, 0.454]], "forces_ev_per_a": [[-0.08, 0.70, -1.17], [1.28, -2.32, 1.41], [-0.28, 1.13, -0.24], [0.72, -0.32, 0.45], [-0.73, 0.29, -0.27], [0.26, -0.09, 1.01], [-0.20, 0.05, -1.00], [2.54, 0.51, -0.22], [0.44, 0.07, 0.55], [-0.25, -0.21, 0.14], [-4.04, 0.07, -0.16], [0.34, 0.11, -0.49]], "lowdin_charge": [0.000, -0.230, -0.020, 0.071, 0.066, 0.063, 0.050, -0.079, -0.154, 0.065, 0.090, 0.078]}